64
Properties=species:S:1:pos:R:3:lowdin_charge:R:1 method="wB97M-V/def2-TZVPD" spin_multiplicity=1 relative_energy_ev=7.3080 e_lumo_ev=-2.5 homo_energy_ev=-12.4344 charge=+1 energy_ha=-1415.91814 gap_ha=0.3659
H 3.075 3.158 -0.218 0.0607
O -1.717 -3.107 1.911 -0.0925
O 0.872 -3.679 2.837 -0.0285
H -1.124 0.121 1.327 -0.0180
H -2.350 -1.192 -3.067 0.1468
H 1.158 -4.136 1.992 0.1004
O -0.044 3.615 -0.983 -0.0122
H -2.739 3.362 0.629 0.0992
O -3.093 2.384 0.631 -0.1350
H 1.603 1.354 -0.914 0.0405
H -0.248 0.773 -2.873 0.1005
O 2.184 1.506 2.845 -0.1153
H 1.297 -1.787 0.279 0.1051
H -0.762 -3.340 2.273 0.0718
H -0.110 -4.473 -1.017 -0.0020
H -2.876 1.326 -2.739 0.2021
H 2.012 3.533 -2.533 -0.0019
H 0.120 3.198 -1.747 -0.0656
C -1.848 -0.557 -2.288 -0.1413
H -5.092 1.304 0.058 -0.0162
H -0.360 4.494 -0.944 0.0626
H -1.637 -1.233 1.560 0.0440
H -0.471 -1.996 0.003 0.0441
N 1.686 0.382 -1.249 0.0850
H 1.410 1.758 0.678 -0.0786
H 4.497 -2.514 -0.150 0.0777
O 4.241 0.652 1.358 -0.0331
H 0.366 -0.719 -3.108 0.1126
H -0.302 0.065 -0.415 0.0669
H -2.282 1.976 1.184 0.0988
H -2.224 -3.775 2.363 0.0607
H -2.904 -2.098 0.732 0.0217
H 5.019 1.182 1.213 0.0711
H 1.567 -3.177 3.172 0.0099
O 3.659 -2.057 0.020 -0.0292
H 1.656 3.933 -0.166 0.0130
H -1.918 1.188 -1.503 0.1078
H -3.465 0.702 -1.337 0.1170
O 1.186 -0.609 3.529 -0.0991
H 0.385 -2.489 -1.332 0.0354
H -1.846 -1.245 -1.417 0.0932
C 0.477 -1.828 -0.543 -0.0117
H 0.949 2.729 1.849 0.1057
H -1.321 -4.133 -1.974 -0.0089
H -4.533 -0.006 0.400 0.0070
N -2.616 0.641 -1.972 0.1810
H 2.381 -0.123 -0.723 0.0136
O -1.832 -0.386 1.090 -0.0502
H 3.443 -1.478 -0.673 -0.0112
O -4.908 0.506 -0.282 0.0072
H 2.919 0.995 2.239 0.0997
H -4.299 -2.256 0.087 0.0779
O -3.560 -1.644 0.157 -0.0819
O 0.850 2.408 0.901 -0.0688
O 1.498 2.920 -2.995 -0.0073
H 0.886 3.478 -3.407 0.0262
H 0.881 -0.558 2.646 -0.0330
H 4.460 -0.207 0.909 0.0667
O 2.568 3.959 -0.537 -0.0943
H 2.648 2.096 3.381 0.0374
H 1.486 0.347 3.805 0.0654
O -0.966 -4.657 -1.321 0.0116
C 0.332 -0.350 -1.148 -0.3825
C -0.321 -0.233 -2.481 -0.1295



20
Properties=species:S:1:pos:R:3:lowdin_charge:R:1 method="wB97M-V/def2-TZVPD" spin_multiplicity=2 relative_energy_ev=0.8327 e_lumo_ev="-3.8 / -8.6" homo_energy_ev="-13.5157 / -13.5157" charge=+1 energy_ha=-439.35690 gap_ha="0.3563 / 0.1804"
C 0.988 0.806 0.880 -0.2169
H 0.646 -2.432 -3.389 0.0146
H 0.409 2.391 1.776 0.1335
H 0.434 0.021 3.861 0.1331
H 2.314 0.534 2.505 0.1849
O 0.141 -3.022 -3.963 -0.0596
H -2.125 0.771 -0.305 0.0083
H -2.427 1.523 0.964 0.0196
H 1.112 -1.496 3.312 0.1366
H -0.518 -3.524 -3.481 0.0310
O -0.006 1.677 1.272 0.0336
N 1.504 0.090 2.053 0.1601
H 0.512 0.061 0.234 0.1430
H -0.292 -0.827 2.449 0.1151
C 0.624 -0.574 2.968 0.0099
O 0.085 0.133 -2.516 -0.0510
H -0.875 0.148 -2.441 0.0416
H 1.812 1.262 0.340 0.1534
O -2.864 1.046 0.250 -0.0417
H 0.373 0.492 -3.357 0.0510



79
Properties=species:S:1:pos:R:3:lowdin_charge:R:1 method="wB97M-V/def2-TZVPD" spin_multiplicity=1 e_lumo_ev=-5.9 homo_energy_ev=-13.3659 charge=+2 energy_ha=-7136.06836 gap_ha=0.2751
C -0.005 -0.046 6.024 -0.0007
C -0.874 4.933 1.030 -0.0695
C 5.787 4.760 2.892 -0.0340
C -1.387 3.068 2.646 -0.0886
P 0.066 2.271 0.465 0.9953
H -5.992 -0.500 -1.900 0.1294
H 6.773 5.035 3.241 0.1205
H -1.640 -1.451 5.882 0.1174
H -0.611 5.194 0.004 0.0843
H 5.557 -1.912 1.715 0.0981
C 0.797 0.700 3.909 -0.1330
H 3.410 -0.603 -1.935 0.0548
H 1.921 -1.909 2.399 0.0553
H 0.022 -0.041 7.106 0.1315
H -1.718 -0.183 -1.798 0.1095
C 4.757 5.730 2.915 -0.0352
H 1.599 1.370 5.777 0.1277
C 3.223 4.128 2.008 -0.1908
In -0.220 -0.392 0.851 0.7031
H 3.515 -2.345 3.026 0.1029
Se -2.226 -1.892 3.024 0.7216
Se -3.852 -0.307 2.611 0.7514
C -3.851 -0.343 -2.045 -0.0140
C 3.593 -1.333 1.119 -0.6964
H -0.335 -3.877 0.888 0.0928
C 0.278 2.727 -1.292 -0.1953
C -3.826 -0.321 0.676 -0.6562
C -5.047 -0.406 0.023 -0.0718
H 3.890 -3.439 0.771 0.1034
C 3.433 -2.592 0.256 -0.0804
H 5.567 -0.836 0.323 0.0831
H 5.256 -0.185 1.935 0.0629
H -3.816 -0.358 -3.125 0.1245
C -0.829 -3.535 -0.025 -0.0651
H 2.953 1.102 -1.867 0.0372
H 2.985 -0.666 3.101 0.0706
H 0.945 2.010 -1.769 0.0322
N 4.015 1.925 1.479 0.1541
C 3.496 5.428 2.486 0.0040
P 2.557 -0.019 0.258 1.0020
C -2.501 3.145 0.404 -0.0830
H 4.978 6.725 3.277 0.1204
C 0.871 0.738 5.289 -0.0023
O 0.503 -2.095 -1.456 0.0311
N -0.083 -0.067 3.257 -0.0471
H -5.962 -0.475 0.596 0.1144
H -0.462 3.226 3.206 0.0792
C -0.929 -0.834 5.353 -0.0596
H 6.334 2.749 2.396 0.1231
H 2.384 -2.834 0.077 0.0555
C -0.139 -2.310 -0.482 -0.4939
C -1.212 3.450 1.174 -0.6858
H -0.681 2.704 -1.807 0.0510
H 0.714 3.723 -1.362 0.0676
H 2.700 6.161 2.489 0.1213
C 3.437 0.295 -1.319 -0.1984
C 5.553 3.496 2.431 0.0061
H -2.444 3.482 -0.632 0.0869
H -1.863 -3.309 0.235 0.0637
C 1.764 2.601 1.115 -0.4107
H -2.162 3.686 3.102 0.1049
C -2.686 -0.252 -1.309 -0.1363
H 1.460 1.294 3.292 0.0976
N -2.668 -0.238 0.030 -0.0678
C 2.811 1.627 1.056 -0.4115
C -0.935 -0.809 3.968 -0.6423
H -2.741 2.079 0.415 0.0451
N 1.986 3.804 1.580 0.1492
H -3.329 3.678 0.874 0.1061
H -1.760 5.511 1.300 0.1006
C 5.082 -1.029 1.280 -0.0750
H 3.933 -2.487 -0.707 0.0888
C 2.960 -1.572 2.492 -0.0953
H -1.692 2.023 2.747 0.0349
H -0.793 -4.320 -0.782 0.1058
H 4.465 0.581 -1.106 0.0570
C -5.057 -0.417 -1.362 -0.0118
C 4.263 3.157 1.970 -0.1899
H -0.060 5.223 1.681 0.0624



53
Properties=species:S:1:pos:R:3:lowdin_charge:R:1 method="wB97M-V/def2-TZVPD" spin_multiplicity=1 relative_energy_ev=18.4002 e_lumo_ev=-1.8 homo_energy_ev=-8.5695 charge=0 energy_ha=-1388.04774 gap_ha=0.2470
C 4.488 -0.390 -1.201 -0.0129
H 5.392 -0.877 -1.077 0.0853
H -3.254 -3.558 3.624 -0.0061
C -2.750 -3.020 1.092 -0.1436
N -1.699 0.883 -1.106 0.1761
O -4.008 6.323 0.378 -0.0304
C -0.588 -1.265 -1.143 -0.1795
H -2.289 -4.105 1.026 0.1812
C -1.004 4.245 0.209 0.0958
H 0.620 -1.276 -1.437 0.1788
O 1.480 2.933 -0.045 0.1959
O 3.913 -0.480 -3.361 -0.0076
N 0.465 0.857 -0.528 0.0954
C 3.656 -0.234 -2.161 -0.4981
H -2.576 -1.094 0.740 0.0338
H -0.056 -3.771 1.715 0.1218
C 1.818 0.429 -0.844 -0.1138
C -3.353 3.888 -0.123 0.0689
H -3.949 2.065 -0.946 -0.0114
C 0.525 2.336 -0.108 -0.2758
H 5.480 -1.847 -3.124 0.0428
C -0.608 0.133 -1.001 -0.2847
C -2.315 -3.715 3.537 -0.0222
H -2.221 -4.847 3.351 0.1090
H -2.860 -2.142 -0.680 0.2062
C -2.198 -1.890 0.458 -0.1903
H -0.190 4.737 0.615 0.1070
N -2.688 6.017 0.644 -0.2039
H -1.044 -1.309 -2.043 0.1064
C 2.355 0.127 -2.077 0.0378
H 2.123 0.492 1.322 0.1125
H -1.656 -3.473 4.371 0.0831
H -3.646 -2.818 1.582 0.1134
C 2.857 0.334 0.472 -0.0194
O -1.609 6.709 1.038 0.0243
H -4.535 4.376 -0.184 0.1877
H 5.429 -1.128 -4.717 0.1490
H -0.410 -0.613 1.581 0.1636
H 5.938 -0.189 -3.288 0.0243
N -1.925 -2.817 2.332 -0.2513
C -0.587 -2.903 2.178 -0.2701
C -2.004 2.049 -0.499 -0.2576
C -3.294 2.576 -0.693 0.0739
C 4.045 -0.168 0.254 -0.0688
C 5.403 -0.948 -3.535 0.0757
H 4.601 -0.462 1.190 0.1221
H 0.169 -2.709 3.089 0.1566
C -0.091 -1.693 1.204 -0.1707
C -1.034 2.912 -0.194 -0.0324
N -0.761 -2.007 0.007 -0.1199
H 0.930 -1.940 0.875 0.1227
H 1.795 0.421 -2.910 0.1318
C -2.283 4.847 0.139 -0.2128



6
Properties=species:S:1:pos:R:3:lowdin_charge:R:1 method="wB97M-V/def2-TZVPD" spin_multiplicity=1 relative_energy_ev=0.1416 e_lumo_ev=-1.1 homo_energy_ev=-11.5523 charge=0 energy_ha=-261.83327 gap_ha=0.3840
C -0.603 0.111 0.267 0.0145
C -1.947 0.065 -0.047 -0.2014
N 3.039 -0.209 -0.260 0.1870
C 1.953 -0.045 0.109 -0.2034
N -3.041 -0.011 -0.421 0.1877
C 0.600 0.090 0.352 0.0155



13
Properties=species:S:1:pos:R:3:lowdin_charge:R:1 method="wB97M-V/def2-TZVPD" spin_multiplicity=1 relative_energy_ev=1.7698 e_lumo_ev=0.7 homo_energy_ev=-10.0999 charge=0 energy_ha=-428.15809 gap_ha=0.3952
C -0.694 0.798 -0.145 -0.4412
H 3.091 -0.788 0.202 0.0570
N 0.548 -1.196 -0.050 0.0917
N -1.550 1.673 0.055 0.1744
H 0.877 -1.871 -0.746 0.1250
O 0.630 1.103 0.042 0.0844
N -0.805 -0.665 -0.517 -0.0869
C 1.423 -0.026 0.005 -0.4584
H -2.523 1.275 -0.052 0.0864
N 2.656 0.125 0.161 0.1702
H -2.270 -2.050 0.030 0.0665
N -1.874 -1.169 0.323 0.0167
H -1.413 -1.395 1.259 0.1142



Copy entry 2 word for word.
20
Properties=species:S:1:pos:R:3:lowdin_charge:R:1 method="wB97M-V/def2-TZVPD" spin_multiplicity=2 relative_energy_ev=0.8327 e_lumo_ev="-3.8 / -8.6" homo_energy_ev="-13.5157 / -13.5157" charge=+1 energy_ha=-439.35690 gap_ha="0.3563 / 0.1804"
C 0.988 0.806 0.880 -0.2169
H 0.646 -2.432 -3.389 0.0146
H 0.409 2.391 1.776 0.1335
H 0.434 0.021 3.861 0.1331
H 2.314 0.534 2.505 0.1849
O 0.141 -3.022 -3.963 -0.0596
H -2.125 0.771 -0.305 0.0083
H -2.427 1.523 0.964 0.0196
H 1.112 -1.496 3.312 0.1366
H -0.518 -3.524 -3.481 0.0310
O -0.006 1.677 1.272 0.0336
N 1.504 0.090 2.053 0.1601
H 0.512 0.061 0.234 0.1430
H -0.292 -0.827 2.449 0.1151
C 0.624 -0.574 2.968 0.0099
O 0.085 0.133 -2.516 -0.0510
H -0.875 0.148 -2.441 0.0416
H 1.812 1.262 0.340 0.1534
O -2.864 1.046 0.250 -0.0417
H 0.373 0.492 -3.357 0.0510